Entry 1:
Formula: C4H5IS
Source: the OMol25 dataset
Level of theory: ωB97M-V with the def2-TZVPD basis set

Calculated values
SMILES = S=CC/C=C/I
ΔE to the lowest compared entry with this formula, charge and spin = 21.58 kcal per mole
2S+1 = 1
gap between HOMO and LUMO (alpha / beta) = 8.033 / 8.032 eV

```
11
Properties=species:S:1:pos:R:3:forces:R:3:nbo_charge:R:1
C 0.65914 -0.16616 -0.53298 -0.631 2.323 3.619 -0.189
C 1.62807 -0.04801 0.36670 -0.012 3.352 1.555 -0.356
C -0.70873 0.52050 -0.16208 0.889 0.813 -2.423 -0.523
C -1.74016 -0.45996 0.06261 2.009 -3.463 1.500 -0.217
S -1.22284 -2.02575 0.20620 -1.597 0.664 -0.338 0.039
I 3.75991 -0.01683 0.17037 -0.999 -0.601 -0.091 0.128
H 0.73086 -0.70361 -1.39228 0.118 -1.198 -2.499 0.216
H -0.77369 1.30758 0.60706 0.773 -0.471 0.089 0.249
H -1.02200 1.10003 -1.06052 0.215 -0.077 0.136 0.244
H 1.34788 0.68689 1.24552 0.847 -1.884 -1.502 0.205
H -2.65843 -0.19470 0.48940 -1.612 0.542 -0.045 0.204
```
Forces are in eV/Å.

=====

Entry 2:
Formula: C4H5IrLi2O2
Source: the OMol25 dataset
Level of theory: ωB97M-V with the def2-TZVPD basis set

Calculated values
expectation value of S² = 8.775
2S+1 = 6
net charge = +1
gap between HOMO and LUMO (alpha / beta) = 6.029 / 4.267 eV

```
14
Properties=species:S:1:pos:R:3:forces:R:3:nbo_charge:R:1
O 2.30292 0.11516 0.55060 2.043 -4.369 1.271 -1.003
C 1.33494 -0.89406 0.53295 -3.058 -0.769 -1.039 -0.207
C 0.15965 -0.61827 1.41010 0.612 -0.297 0.000 -0.322
Ir 1.83342 1.85571 0.05684 -1.284 3.812 -1.589 0.002
Li 3.93982 -0.61005 0.54338 -0.049 0.245 0.049 0.977
H 1.54386 -1.98405 0.54978 1.624 0.195 1.140 0.193
H 0.86361 -1.03758 -0.45265 0.162 0.971 -0.536 0.176
H -0.74375 -1.12975 1.06493 0.098 0.384 0.683 0.184
H 0.32987 -0.20277 2.40742 -0.448 -0.197 -0.386 0.195
C -3.14267 0.09449 -0.75807 -1.360 -0.591 0.123 -0.119
C -2.64705 0.85175 -1.62812 4.900 2.686 -0.584 0.470
O -1.71293 1.55822 -2.08248 -4.023 -2.273 0.601 -0.596
Li -0.08280 2.31783 -1.97370 0.648 0.158 0.432 0.793
H -3.97890 -0.31663 -0.22096 0.135 0.043 -0.165 0.257
```
Forces are in eV/Å.

=====

no.,molar mass (g/mol)
1,212.06
2,291.18